[1]
Density functional theory data (wB97M-V/def2-TZVPD) for an isolated molecule of C19H22N2O4.

Geometry (Å):
O1 -0.176 -1.285 1.397
C1 -0.196 -2.051 0.463
N1 0.874 -2.415 -0.292
C2 2.210 -2.024 -0.125
C3 2.706 -1.605 1.105
C4 4.034 -1.231 1.218
C5 4.876 -1.279 0.121
C6 4.385 -1.713 -1.099
C7 3.061 -2.086 -1.224
H1 2.679 -2.425 -2.177
H2 5.036 -1.761 -1.960
H3 5.910 -0.985 0.216
H4 4.411 -0.904 2.176
H5 2.054 -1.575 1.963
H6 0.661 -2.963 -1.114
O2 -1.293 -2.669 -0.007
C8 -2.544 -2.381 0.627
C9 -3.607 -2.164 -0.447
H7 -4.586 -2.144 0.032
H8 -3.578 -3.027 -1.115
C10 -3.385 -0.881 -1.259
C11 -4.198 0.326 -0.785
C12 -3.933 0.736 0.666
H9 -4.360 0.017 1.367
H10 -4.367 1.726 0.847
O3 -2.548 0.765 0.977
C13 -1.823 1.794 0.466
O4 -2.306 2.727 -0.123
N2 -0.516 1.563 0.741
C14 0.597 2.317 0.366
C15 1.856 1.782 0.631
C16 2.997 2.473 0.273
C17 2.898 3.708 -0.346
C18 1.647 4.244 -0.604
C19 0.497 3.559 -0.255
H11 -0.475 3.975 -0.461
H12 1.562 5.207 -1.084
H13 3.789 4.250 -0.625
H14 3.965 2.041 0.478
H15 1.930 0.819 1.112
H16 -0.324 0.679 1.206
H17 -3.956 1.173 -1.429
H18 -5.265 0.119 -0.884
H19 -2.323 -0.628 -1.241
H20 -3.654 -1.064 -2.301
H21 -2.802 -3.244 1.251
H22 -2.419 -1.500 1.260

Its structure (SMILES) is O=C(Nc1ccccc1)OCCCCCOC(=O)Nc1ccccc1. The energy comes out at -31232.2362 eV. The multiplicity is 1. The strongest force on any atom is 0.66 eV/A. As for the relative energy (zero: lowest compared OMol25 entry of this formula, charge and spin): 0.0 kcal per mole. Its orbital gap is 8.82 eV. Its highest occupied orbital energy is -8.15 eV.

For reference, the natural (NBO) charges in units of e are: -0.6719, 0.9114, -0.6350, 0.2340, -0.2799, -0.1830, -0.2358, -0.1891, -0.2664, 0.2090, 0.2167, 0.2154, 0.2162, 0.2439, 0.4117, -0.5220, -0.0834, -0.4249, 0.2073, 0.2135, -0.4016, -0.4276, -0.0740, 0.1842, 0.2068, -0.5341, 0.8943, -0.6456, -0.6509, 0.2379, -0.2816, -0.1844, -0.2463, -0.1941, -0.2693, 0.2463, 0.2111, 0.2094, 0.2116, 0.2180, 0.4425, 0.2287, 0.2046, 0.2041, 0.2128, 0.1834, 0.2264


[2]
Density functional theory data (wB97M-V/def2-TZVPD) for a cluster of 9 separate species, C17H36FN9O19S2 in total in a non-equilibrium geometry.

Geometry (Å):
C1 0.747 4.497 -2.735
C2 1.315 3.435 -2.974
C3 2.208 2.368 -3.691
N1 1.566 1.159 -4.258
C4 2.691 0.411 -4.860
O1 2.676 -0.453 -5.711
C5 4.065 0.890 -4.151
C6 3.467 1.781 -2.918
C7 4.661 2.866 -2.711
S1 4.392 4.015 -1.288
C8 4.853 3.216 0.309
C9 6.228 3.737 0.938
S2 3.241 0.584 -1.548
O2 2.589 1.160 -0.360
O3 2.457 -0.610 -1.935
F1 4.779 0.012 -1.205
H1 0.311 5.517 -2.541
H2 2.690 2.839 -4.615
H3 0.989 0.603 -3.611
H4 4.716 1.603 -4.740
H5 4.701 0.052 -3.711
H6 5.616 2.253 -2.634
H7 4.665 3.510 -3.653
H8 4.050 3.338 1.112
H9 4.964 2.087 0.186
H10 6.987 3.766 0.101
H11 6.114 4.711 1.498
H12 6.571 2.924 1.666
C10 0.273 -2.687 -1.590
N2 -0.344 -3.605 -0.598
O4 -1.339 -3.208 -0.011
O5 0.187 -4.687 -0.442
H13 -0.304 -1.766 -1.623
H14 1.293 -2.490 -1.266
H15 0.256 -3.188 -2.557
C11 -1.553 -3.447 3.044
N3 -2.518 -3.015 4.087
O6 -2.774 -3.805 4.980
O7 -2.986 -1.896 3.972
H16 -1.219 -4.457 3.271
H17 -2.067 -3.419 2.087
H18 -0.718 -2.752 3.064
C12 8.281 0.204 -5.402
N4 7.317 0.649 -4.362
O8 7.073 -0.125 -3.455
O9 6.837 1.764 -4.494
H19 8.623 -0.798 -5.157
H20 7.760 0.211 -6.358
H21 9.113 0.907 -5.401
C13 0.315 -3.543 7.010
N5 0.984 -3.666 5.687
O10 0.656 -2.876 4.817
O11 1.813 -4.548 5.570
H22 -0.394 -2.719 6.968
H23 -0.197 -4.483 7.207
H24 1.088 -3.350 7.752
C14 -4.469 0.827 2.691
N6 -5.040 1.328 1.412
O12 -6.126 0.892 1.072
O13 -4.375 2.143 0.794
H25 -5.162 0.113 3.130
H26 -3.518 0.348 2.461
H27 -4.331 1.685 3.347
C15 -0.854 4.007 0.840
N7 0.623 4.061 1.008
O14 1.145 3.180 1.667
O15 1.205 4.988 0.472
H28 -1.235 3.135 1.367
H29 -1.266 4.923 1.260
H30 -1.059 3.933 -0.227
C16 -6.006 -2.638 0.922
N8 -6.386 -3.036 2.303
O16 -6.000 -2.328 3.218
O17 -7.058 -4.045 2.420
H31 -5.414 -1.728 0.969
H32 -5.427 -3.454 0.493
H33 -6.926 -2.471 0.363
C17 -10.471 -1.161 0.659
N9 -10.118 -2.115 -0.426
O18 -10.992 -2.864 -0.820
O19 -8.972 -2.076 -0.841
H34 -11.515 -1.308 0.928
H35 -9.821 -1.372 1.506
H36 -10.309 -0.155 0.277

Its structure (SMILES) is C#C[C@@H]1NC(=O)C[C@]1(CSCC)S(=O)(=O)F.C[N+](=O)[O-].C[N+](=O)[O-].C[N+](=O)[O-].C[N+](=O)[O-].C[N+](=O)[O-].C[N+](=O)[O-].C[N+](=O)[O-].C[N+](=O)[O-]. The energy comes out at -94886.9957 eV. The multiplicity is 1. The strongest force on any atom is 5.07 eV/A. Its orbital gap is 7.98 eV. Its highest occupied orbital energy is -8.60 eV.

For reference, the Löwdin charges in units of e are: 0.0965, -0.0396, -0.2648, 0.0657, -0.3665, 0.1025, -0.0561, -0.4250, -0.4332, 0.8377, -0.5366, -0.1693, 0.8005, -0.2777, -0.3043, -0.1922, 0.0749, 0.1715, 0.1329, 0.1099, 0.1151, 0.0776, 0.1052, 0.0802, 0.0574, 0.0642, 0.0725, 0.0776, 0.0388, -0.4306, 0.0356, 0.0769, 0.0952, 0.0805, 0.1075, 0.0249, -0.4307, 0.0585, 0.0421, 0.1029, 0.0712, 0.0832, 0.0578, -0.4163, 0.0805, 0.0306, 0.0992, 0.1061, 0.1043, 0.0456, -0.4291, 0.0405, 0.0736, 0.0955, 0.1039, 0.1000, 0.0392, -0.4431, 0.0552, 0.0485, 0.0780, 0.0951, 0.1033, 0.0438, -0.4367, 0.0625, 0.0376, 0.0901, 0.1011, 0.0896, 0.0544, -0.4354, 0.0491, 0.0636, 0.0774, 0.1043, 0.0764, 0.0464, -0.4415, 0.0752, 0.0448, 0.0947, 0.0992, 0.1023


[3]
Density functional theory data (wB97M-V/def2-TZVPD) for an isolated molecule of C5H9ClN2 in a non-equilibrium geometry.

Geometry (Å):
C1 3.997 -0.027 0.045
C2 2.569 0.615 -0.130
C3 -0.284 0.533 0.135
C4 -1.723 0.525 0.146
C5 -2.471 1.656 -0.019
H1 3.888 -0.316 1.180
H2 4.823 0.697 -0.301
H3 4.018 -1.229 -0.472
H4 2.326 1.198 0.727
H5 2.228 1.085 -1.138
H6 2.036 -1.482 -0.057
H7 0.461 1.413 0.138
H8 -2.187 2.742 -0.220
H9 -3.491 1.552 -0.130
N1 1.665 -0.574 0.008
N2 0.361 -0.590 -0.052
Cl1 -2.401 -1.019 -0.028

Its structure (SMILES) is C=C(Cl)/C=N/NCC. The energy comes out at -20829.8199 eV. The multiplicity is 1. The strongest force on any atom is 4.12 eV/A. As for the relative energy (zero: lowest compared OMol25 entry of this formula, charge and spin): 93.1 kcal per mole. Its orbital gap is 8.61 eV. Its highest occupied orbital energy is -7.87 eV.

For reference, the natural (NBO) charges in units of e are: -0.6279, -0.2702, -0.1267, -0.0885, -0.4079, 0.2284, 0.2415, 0.2036, 0.1999, 0.2039, 0.3748, 0.1821, 0.2148, 0.1966, -0.4039, -0.1655, 0.0450


[4]
Density functional theory data (wB97M-V/def2-TZVPD) for an isolated molecule of C6H10O.

Geometry (Å):
C1 -2.486 -0.518 0.090
C2 -1.130 -0.199 -0.467
O1 -0.549 0.766 0.293
C3 0.773 1.184 -0.026
C4 1.818 0.154 0.319
C5 2.389 0.100 1.517
C6 -0.608 -0.775 -1.553
H1 -3.131 0.365 0.031
H2 -2.406 -0.793 1.147
H3 -2.955 -1.337 -0.458
H4 0.375 -0.535 -1.943
H5 0.821 1.471 -1.085
H6 0.928 2.082 0.578
H7 2.078 -0.580 -0.441
H8 2.133 0.812 2.301
H9 3.124 -0.659 1.769
H10 -1.176 -1.538 -2.073

Its structure (SMILES) is C=CCOC(=C)C. The energy comes out at -8430.0794 eV. The multiplicity is 1. The strongest force on any atom is 0.24 eV/A. As for the relative energy (zero: lowest compared OMol25 entry of this formula, charge and spin): 26.8 kcal per mole. Its orbital gap is 9.87 eV. Its highest occupied orbital energy is -8.76 eV.

For reference, the natural (NBO) charges in units of e are: -0.6512, 0.3469, -0.5036, -0.1106, -0.2163, -0.3587, -0.5642, 0.2237, 0.2247, 0.2183, 0.1996, 0.1845, 0.1984, 0.2030, 0.1919, 0.2011, 0.2125


[5]
Density functional theory data (wB97M-V/def2-TZVPD) for a structure of composition C3HCaO2 in a non-equilibrium geometry.

Geometry (Å):
O1 1.116 -0.949 0.003
O2 0.883 1.233 -0.034
C1 0.379 0.072 -0.096
Ca1 2.943 0.357 0.016
C2 -2.132 0.374 0.329
C3 -1.078 -0.078 -0.191
H1 -2.112 -1.010 -0.027

The energy comes out at -25651.2454 eV. The multiplicity is 1. The strongest force on any atom is 2.03 eV/A. As for the relative energy (zero: lowest compared OMol25 entry of this formula, charge and spin): 26.8 kcal per mole. Its charge is +1. Its orbital gap is 8.14 eV. Its highest occupied orbital energy is -14.13 eV.

For reference, the natural (NBO) charges in units of e are: -0.8155, -0.8044, 0.7445, 1.8715, 0.0916, -0.4427, 0.3550


[6]
Density functional theory data (wB97M-V/def2-TZVPD) for a cluster of 4 separate species, C3H18N2O3 in total in a non-equilibrium geometry.

Geometry (Å):
C1 -0.987 -1.634 0.204
C2 -0.692 -1.812 -1.192
C3 0.827 -1.501 -1.503
N1 1.023 -0.028 -2.193
N2 -1.300 -0.194 0.757
H1 0.036 -2.003 0.691
H2 -1.772 -2.357 0.563
H3 -1.342 -1.067 -1.755
H4 -0.923 -2.831 -1.655
H5 1.507 -1.201 -0.540
H6 1.321 -2.376 -2.221
H7 0.546 -0.231 -3.097
H8 0.697 0.762 -1.615
H9 2.017 0.154 -2.211
H10 -2.018 -0.068 1.354
H11 -1.484 0.471 -0.031
H12 -0.420 0.074 1.222
H13 -0.445 3.616 0.152
H14 0.742 2.868 -0.140
O1 -0.116 2.769 -0.179
H15 0.092 1.207 3.656
H16 -1.294 0.884 3.070
O2 -0.483 1.088 2.889
H17 1.016 1.608 1.725
H18 2.144 0.659 1.091
O3 1.309 1.142 0.957

The energy comes out at -12507.0647 eV. The multiplicity is 1. The strongest force on any atom is 8.36 eV/A. As for the relative energy (zero: lowest compared OMol25 entry of this formula, charge and spin): 88.0 kcal per mole. Its charge is +2. Its orbital gap is 11.74 eV. Its highest occupied orbital energy is -18.38 eV.

For reference, the natural (NBO) charges in units of e are: -0.2419, -0.4965, -0.2276, -0.7239, -0.6997, 0.2371, 0.2792, 0.2343, 0.3121, 0.2309, 0.3016, 0.4655, 0.4598, 0.4508, 0.4263, 0.4452, 0.4987, 0.4991, 0.4669, -0.9599, 0.5208, 0.4720, -0.9674, 0.5180, 0.4971, -0.9985


[7]
Density functional theory data (wB97M-V/def2-TZVPD) for the ion C3H5N4 with charge +1 in a non-equilibrium geometry.

Geometry (Å):
C1 -0.609 -1.408 1.382
C2 1.281 0.666 -0.845
C3 -1.129 0.517 -0.277
N1 0.401 -0.816 1.509
N2 1.902 0.296 0.209
N3 1.393 -0.119 1.348
N4 -0.086 0.515 -1.070
H1 -1.214 -2.182 1.720
H2 1.831 0.820 -1.724
H3 -2.027 0.281 -0.854
H4 -1.350 0.982 0.669
H5 -0.393 0.448 -2.067

The energy comes out at -9139.1215 eV. The multiplicity is 1. The strongest force on any atom is 2.69 eV/A. As for the relative energy (zero: lowest compared OMol25 entry of this formula, charge and spin): 135.7 kcal per mole. Its charge is +1. Its orbital gap (alpha / beta) is 7.90 / 7.90 eV. Its highest occupied orbital energy (alpha / beta) is -13.74 / -13.74 eV.

For reference, the natural (NBO) charges in units of e are: 0.1104, 0.1546, 0.0024, -0.0086, -0.1513, -0.0799, -0.4659, 0.2730, 0.2289, 0.2259, 0.2574, 0.4531


[8]
Density functional theory data (wB97M-V/def2-TZVPD) for a structure of composition C10H31CeNOP2 in a non-equilibrium geometry.

Geometry (Å):
Ce1 0.308 -0.006 -0.962
H1 -3.053 -0.449 -1.331
H2 -3.055 0.311 -1.326
P1 0.436 -2.331 -1.215
P2 0.440 2.325 -1.164
C1 0.654 3.298 0.393
H3 0.834 4.369 0.191
H4 -0.251 3.184 1.013
H5 1.506 2.880 0.954
C2 1.847 2.927 -2.199
H6 1.741 2.508 -3.212
H7 1.873 4.030 -2.245
H8 2.789 2.551 -1.766
C3 -1.009 3.172 -1.953
H9 -1.897 3.042 -1.311
H10 -0.818 4.251 -2.095
H11 -1.208 2.703 -2.930
C4 1.943 -2.911 -2.114
H12 1.956 -4.010 -2.217
H13 1.960 -2.436 -3.108
H14 2.836 -2.580 -1.558
C5 0.469 -3.369 0.315
H15 -0.488 -3.250 0.848
H16 0.638 -4.437 0.088
H17 1.273 -2.999 0.972
C6 -0.923 -3.125 -2.194
H18 -1.009 -2.607 -3.163
H19 -0.727 -4.199 -2.364
H20 -1.876 -3.012 -1.650
H21 0.490 -0.012 -2.697
H22 1.870 -0.010 -0.654
C7 -0.147 0.035 4.077
N1 -0.139 0.004 2.619
C8 1.144 -0.034 1.947
C9 -1.316 0.011 1.897
C10 -2.670 0.039 2.570
O1 -1.343 0.000 0.664
H23 0.877 0.026 4.508
H24 -0.674 -0.858 4.474
H25 -0.642 0.963 4.434
H26 1.217 -0.934 1.334
H27 1.248 0.838 1.304
H28 2.001 -0.037 2.652
H29 -3.218 0.947 2.242
H30 -3.247 -0.858 2.263
H31 -2.638 0.052 3.675

The energy comes out at -45893.3612 eV. The multiplicity is 1. The strongest force on any atom is 10.44 eV/A. As for the relative energy (zero: lowest compared OMol25 entry of this formula, charge and spin): 117.0 kcal per mole. Its charge is +2. Its orbital gap is 7.81 eV. Its highest occupied orbital energy is -15.38 eV.

For reference, the Löwdin charges in units of e are: 0.4902, 0.0758, 0.0763, 0.6682, 0.6723, -0.1931, 0.0840, 0.0653, 0.0551, -0.2000, 0.0656, 0.0795, 0.0655, -0.1906, 0.0608, 0.0812, 0.0673, -0.1997, 0.0799, 0.0658, 0.0647, -0.1930, 0.0655, 0.0837, 0.0530, -0.1928, 0.0661, 0.0810, 0.0589, -0.1193, -0.1334, -0.0185, -0.0972, -0.0379, -0.4161, 0.0501, -0.1739, 0.1104, 0.1154, 0.1156, 0.0441, 0.0329, 0.1445, 0.1195, 0.1200, 0.0874